Record 1
Computed, not measured: C4H6N2O as an isolated structure, with the ωB97M-V functional and the def2-TZVPD basis.

```
13
C4H6N2O | OMol25 | the ωB97M-V functional and the def2-TZVPD basis
N 1.48925 -1.18601 -1.09472
C 1.05270 -0.20879 -0.43866
O 1.65963 0.88556 0.12514
C 0.41452 1.31114 0.76537
C -0.27478 0.09843 0.16143
C -1.60619 -0.23075 -0.37101
N -1.06256 -0.93666 0.78593
H 2.49692 -1.14407 -1.23933
H 0.50587 1.32730 1.85233
H 0.11278 2.28614 0.37463
H -1.62548 -0.69786 -1.35532
H -2.48302 0.33670 -0.08685
H -0.67964 -1.84112 0.52105
```

Values from the calculation:
* strongest force on any atom: 0.0109 hartree/bohr
* ΔE to the lowest compared entry with this formula, charge and spin: 2.657 eV
* gap between HOMO and LUMO: 0.402 Eh



Record 2
Computed, not measured: one molecule with the formula C4H6N2O at a distorted geometry, with the ωB97M-V functional and the def2-TZVPD basis.

```
13
C4H6N2O | OMol25 | the ωB97M-V functional and the def2-TZVPD basis
C 1.31781 -0.52256 0.51520
N 0.56160 -1.04490 1.42424
O -0.81043 -0.84454 1.12652
C -0.80893 0.55787 0.73557
C -0.31546 0.73166 -0.57601
C -0.19655 -0.43717 -1.43038
N 1.02318 0.10369 -0.63340
H 2.38472 -0.48340 0.74684
H -1.86908 0.87556 0.91970
H -0.14067 1.05637 1.61502
H -0.46191 1.72906 -0.93104
H -0.03955 -0.42164 -2.55980
H -0.64472 -1.30000 -0.95246
```

Values from the calculation:
* strongest force on any atom: 0.1203 hartree/bohr
* ΔE to the lowest compared entry with this formula, charge and spin: 4.878 eV
* gap between HOMO and LUMO: 0.378 Eh
* SMILES string: C1=NOC[C@@H]2CN12



Record 3
Computed, not measured: one molecule with the formula C4H6N2O at a distorted geometry, with the ωB97M-V functional and the def2-TZVPD basis.

```
13
C4H6N2O | OMol25 | the ωB97M-V functional and the def2-TZVPD basis
C 1.52018 1.48925 0.00243
N 0.53709 0.48897 -0.22220
C 0.66646 -0.77061 -0.02169
C -0.48394 -1.58968 -0.05225
C -1.71771 -0.96007 -0.05587
N -1.84629 0.30312 0.26023
O -2.58296 1.20823 -0.06653
H 0.99985 2.44787 0.00218
H 2.07220 1.36990 0.94160
H 2.23661 1.48604 -0.82621
H 1.62499 -1.25057 0.21297
H -0.40461 -2.66265 -0.03777
H -2.62187 -1.55979 -0.13689
```

Values from the calculation:
* strongest force on any atom: 0.0640 hartree/bohr
* ΔE to the lowest compared entry with this formula, charge and spin: 5.123 eV
* gap between HOMO and LUMO (alpha / beta): 0.277 / 0.279 Eh
* SMILES string: C/N=C/C=C\N=O



Record 4
Computed, not measured: one molecule with the formula C4H6N2O, with the ωB97M-V functional and the def2-TZVPD basis.

```
13
C4H6N2O | OMol25 | the ωB97M-V functional and the def2-TZVPD basis
C 2.15222 -0.21391 0.13341
C 0.72138 0.03830 -0.20537
N 0.15375 -0.21188 -1.35337
C -1.20160 -0.03231 -1.15655
C -1.43578 0.27495 0.14781
O -2.56060 0.27719 0.90131
N -0.20775 0.37936 0.75036
H 2.53136 -0.94099 -0.58804
H 2.23852 -0.65148 1.13505
H 2.77544 0.68360 0.08907
H -1.93441 -0.18874 -1.93692
H -3.23220 -0.18121 0.37947
H -0.01665 0.79796 1.64866
```

Values from the calculation:
* strongest force on any atom: 0.0082 hartree/bohr
* ΔE to the lowest compared entry with this formula, charge and spin: 0.741 eV
* gap between HOMO and LUMO: 0.322 Eh
* SMILES string: Cc1ncc(O)[nH]1



Record 5
Computed, not measured: one molecule with the formula C4H6N2O, with the ωB97M-V functional and the def2-TZVPD basis.

```
13
C4H6N2O | OMol25 | the ωB97M-V functional and the def2-TZVPD basis
N -2.14667 -0.11332 -0.04765
C -0.81121 0.10973 0.28964
C -0.04754 1.27252 0.30454
C 1.30251 0.87119 0.44532
C 1.33463 -0.51208 0.45683
O 1.97393 -1.20722 -0.57828
N 0.00194 -0.92994 0.55554
H -2.37792 0.48819 -0.82798
H -2.27868 -1.07337 -0.34892
H -0.40654 2.27396 0.12261
H 2.18388 1.49555 0.35109
H 1.53319 -0.77389 -1.33896
H -0.26151 -1.90131 0.61623
```

Values from the calculation:
* strongest force on any atom: 0.0181 hartree/bohr
* ΔE to the lowest compared entry with this formula, charge and spin: 2.636 eV
* gap between HOMO and LUMO: 0.290 Eh
* SMILES string: Nc1ccc(O)[nH]1



Record 6
Computed, not measured: one molecule with the formula C4H6N2O at a distorted geometry, with the ωB97M-V functional and the def2-TZVPD basis.

```
13
C4H6N2O | OMol25 | the ωB97M-V functional and the def2-TZVPD basis
H 1.91416 -1.92283 0.74481
N 1.55103 -1.70589 -0.23511
C 0.69218 -0.73897 -0.11890
N 0.34316 -0.20677 1.16119
C -0.72503 0.66599 1.26172
C -1.29778 1.19651 0.22757
C -0.75774 0.92007 -1.14967
O 0.26252 -0.15137 -1.21576
H 0.29884 -1.08394 1.98917
H -1.06920 0.92885 2.23973
H -2.04411 2.01651 0.27001
H -1.66732 0.59254 -1.77036
H -0.26173 1.80682 -1.55411
```

Values from the calculation:
* strongest force on any atom: 0.0961 hartree/bohr
* ΔE to the lowest compared entry with this formula, charge and spin: 2.404 eV
* gap between HOMO and LUMO: 0.340 Eh
* SMILES string: [H]/N=C1\NC=CCO1